# 1
The following is a quantum chemistry calculation of C48H46FI2LaN13O6 as an isolated structure, from the Open Molecules 2025 dataset.

The calculation puts the energy above the lowest of the compared OMol25 structures with the same formula, charge and spin at 47.8 kJ/mol. Its charge is +1. As for the spin multiplicity: 1. For the HOMO-LUMO gap, the calculation gives 5.443 eV.

Last column: Mulliken charge in e.
Positions of all 117 atoms, in Å:
La  0.05560  0.02932  -0.20915  1.83
C  4.08462  -1.90304  -1.19248  -1.02
C  2.57228  -1.88290  -1.19298  0.70
O  2.01839  -0.74170  -1.02231  0.05
C  1.89006  -3.06783  -1.37862  -1.35
C  0.48254  -3.22869  -1.29886  0.81
C  -0.08943  -4.59719  -1.55608  -1.49
N  -0.32149  -2.24640  -0.95838  0.74
N  -1.65416  -2.64672  -0.84751  -0.75
C  -2.36600  -2.06663  0.05294  0.10
O  -1.91186  -1.11665  0.87328  -0.81
C  -3.77723  -2.52165  0.16701  0.60
C  -4.33717  -3.35390  -0.80380  -0.34
C  -5.64166  -3.79650  -0.67688  -0.70
C  -6.41135  -3.40595  0.41155  -0.40
C  -5.86116  -2.58300  1.38141  -0.84
C  -4.54840  -2.15107  1.26532  -0.15
H  4.46161  -0.94788  -1.55620  -0.14
H  4.47784  -2.71361  -1.80368  0.43
H  4.43997  -2.03534  -0.16808  0.27
H  2.47174  -3.95781  -1.57287  0.26
H  0.68470  -5.28678  -1.88697  0.42
H  -0.86475  -4.52612  -2.31802  0.33
H  -0.56806  -4.98828  -0.65825  0.32
H  -3.73373  -3.63079  -1.65584  0.45
H  -6.05987  -4.44822  -1.43350  0.40
H  -7.43650  -3.74272  0.49849  0.40
H  -6.45820  -2.27051  2.22854  0.40
H  -4.12011  -1.53144  2.04162  0.43
C  5.03702  1.99192  -2.75112  -1.23
N  3.93465  1.90861  -1.81119  1.37
C  2.62043  1.84190  -2.04515  -0.68
N  1.95492  1.94726  -0.91398  0.04
C  2.94433  2.07750  0.00932  -0.69
N  4.15555  2.05946  -0.49302  -1.03
C  5.45802  3.43681  -2.95061  0.94
C  6.78682  3.83447  -2.91459  -0.71
C  7.11530  5.17980  -3.03963  -0.70
C  6.12919  6.14245  -3.16649  -0.97
C  4.79557  5.74462  -3.20357  -0.03
C  4.47360  4.39505  -3.12030  -0.44
C  3.70184  6.70072  -3.24925  0.70
N  3.72113  7.99342  -3.23308  -0.50
N  2.41557  8.41194  -3.19617  -0.51
C  1.67779  7.34779  -3.19441  0.54
O  2.43293  6.22673  -3.23295  -0.22
C  0.23093  7.22162  -3.13066  0.10
C  -0.55877  8.33959  -2.87920  -0.99
C  -1.93060  8.18824  -2.78303  -0.67
C  -2.51459  6.94040  -2.94159  -0.88
C  -1.73239  5.82538  -3.22354  1.02
C  -2.41240  4.50942  -3.51533  -1.20
N  -1.65408  3.32343  -3.16079  1.10
C  -1.21657  2.91522  -1.96599  -0.84
N  -0.72828  1.68835  -2.06936  0.07
C  -0.89354  1.39955  -3.39161  -0.81
N  -1.44725  2.36378  -4.08137  -1.08
C  -0.35722  5.96919  -3.30863  0.04
H  4.71674  1.54722  -3.69346  0.30
H  5.86305  1.40968  -2.34777  0.43
H  2.18871  1.71378  -3.02576  0.52
H  2.75149  2.20505  1.06232  0.62
H  7.56944  3.09817  -2.77605  0.42
H  8.15445  5.48006  -3.01365  0.40
H  6.36845  7.19579  -3.22278  0.53
H  3.43271  4.10481  -3.15300  0.75
H  -0.07954  9.30059  -2.75151  0.52
H  -2.55235  9.04878  -2.57453  0.40
H  -3.58799  6.82620  -2.84687  0.43
H  -2.59452  4.42364  -4.58574  0.29
H  -3.37396  4.46577  -3.00232  0.27
H  -1.26137  3.50987  -1.06861  0.79
H  -0.60444  0.46160  -3.83893  0.58
H  0.27166  5.11453  -3.52447  0.65
C  0.53483  -0.90494  7.95471  -0.94
C  1.71327  -0.63132  7.02516  -1.09
N  1.39179  -0.91380  5.62574  0.16
C  0.85579  0.07968  4.87210  -0.14
C  0.59343  -0.00774  3.54564  -0.32
C  -0.06530  1.21073  2.89127  -0.16
O  -0.61353  2.00163  3.63812  -0.72
O  0.02957  1.27779  1.61658  -0.26
C  0.93355  -1.21140  2.83942  0.91
O  0.92561  -1.36070  1.60976  -0.13
C  1.30298  -2.34178  3.70149  0.56
C  1.40606  -3.60940  3.13398  -0.77
C  1.72729  -4.68586  3.91224  0.57
F  1.74993  -5.91432  3.34532  -0.35
C  1.99735  -4.54861  5.27933  -1.56
C  1.90848  -3.28486  5.83707  -0.79
C  1.53992  -2.16838  5.07549  0.39
N  2.34055  -5.63828  6.13267  0.23
C  2.98724  -6.80666  5.56049  -0.61
C  3.68994  -7.57644  6.66894  -0.98
N  2.66799  -7.97908  7.69021  -0.13
C  1.97328  -6.77606  8.25203  -0.69
C  1.32755  -6.01143  7.10744  -0.45
H  0.80093  -0.66639  8.98423  0.39
H  0.22492  -1.94982  7.90328  0.24
H  -0.31729  -0.28881  7.66785  0.34
H  2.58675  -1.21567  7.31015  0.47
H  2.00078  0.41622  7.08945  0.49
H  0.61703  1.00387  5.38507  0.66
H  1.20165  -3.72886  2.07641  0.66
H  2.13205  -3.18559  6.89064  0.60
H  3.73146  -6.49271  4.83292  0.50
H  2.28264  -7.47873  5.04877  0.43
H  4.42691  -6.94845  7.16555  0.38
H  4.17190  -8.47136  6.27992  0.43
H  3.09664  -8.52901  8.43383  0.35
H  1.97220  -8.57221  7.23192  0.40
H  2.72636  -6.15990  8.73917  0.36
H  1.23377  -7.09976  8.98204  0.39
H  0.85327  -5.11853  7.50659  0.38
H  0.53480  -6.63129  6.65320  0.20
I  -2.96464  0.82167  0.33983  0.36
I  -4.30927  3.17775  -0.37374  -0.30

# 2
The following is a quantum chemistry calculation of C48H46FN3NiO6SSi as an isolated structure, from the Open Molecules 2025 dataset.

The calculation puts the energy above the lowest of the compared OMol25 structures with the same formula, charge and spin at 81.2 kJ/mol. As for the spin multiplicity: 3. For the HOMO-LUMO gap (alpha / beta), the calculation gives 4.888 / 4.720 eV.

Last column: Löwdin spin population.
Positions of all 107 atoms, in Å:
Ni  -0.08499  -0.84620  -1.56556  1.78
F  -2.07181  -0.31444  4.88882  0.00
C  -0.80623  -0.45860  4.42475  0.00
C  -0.54566  -0.45883  3.07828  0.00
C  0.76885  -0.61443  2.67787  0.00
C  0.96813  -0.80889  1.24924  0.00
O  -0.00466  -0.95653  0.51868  0.03
C  2.33593  -0.63203  0.81280  0.00
C  3.29049  -0.71016  1.74561  0.00
N  3.10031  -0.88504  3.07540  0.00
C  4.16430  -1.43535  3.85623  0.00
C  4.81808  -2.64473  3.29691  0.00
C  3.95509  -2.73996  4.56890  0.00
C  1.82643  -0.66905  3.55576  0.00
C  1.54171  -0.65676  4.94011  0.00
C  0.23407  -0.64121  5.35712  0.00
N  -0.00381  -0.98782  6.73599  0.00
C  0.16729  0.10285  7.68635  0.00
C  0.18932  -0.52635  9.09262  0.00
N  0.61995  -1.96746  8.85474  0.00
C  -0.54218  -2.75302  8.21850  0.00
C  -1.11989  -1.90018  7.07621  0.00
C  2.77164  -0.34480  -0.67861  0.00
O  3.90775  0.09738  -0.81119  0.00
O  1.92160  -0.55632  -1.56701  0.04
H  -1.34772  -0.39154  2.31955  0.00
H  4.30875  -0.65976  1.46474  0.00
H  4.85395  -0.69044  4.26013  0.00
H  5.89058  -2.72396  3.30984  0.00
H  4.35304  -3.10773  2.41285  0.00
H  4.45964  -2.79131  5.49533  0.00
H  2.96979  -3.10698  4.36781  0.00
H  2.35557  -0.81632  5.63259  0.00
H  -0.72406  0.74435  7.60535  0.00
H  1.01908  0.72359  7.43788  0.00
H  -0.78316  -0.62356  9.56943  0.00
H  0.93901  -0.03804  9.73746  0.00
H  0.96500  -2.41628  9.68354  0.00
H  1.37592  -1.92832  8.14474  0.00
H  -1.26546  -3.01419  8.96671  0.00
H  -0.02265  -3.67263  7.85337  0.00
H  -2.02261  -1.33590  7.30073  0.00
H  -1.37167  -2.57375  6.23641  0.00
C  0.43477  -3.71302  -1.01027  0.01
O  -0.26267  -2.76248  -1.74533  0.06
H  1.20778  -4.32749  -1.55047  0.00
H  -0.15587  -4.48807  -0.53502  0.00
H  1.02929  -3.22490  -0.19960  0.00
O  -0.88020  0.94018  -1.43812  0.03
Si  -1.59157  2.33070  -1.36420  0.00
C  -1.70883  3.00524  0.45252  0.00
C  -0.71189  2.64233  1.35133  0.00
C  -0.75497  2.99387  2.70433  0.00
C  -1.82361  3.77711  3.14951  0.00
C  -2.78600  4.23006  2.27581  0.00
C  -2.75230  3.82353  0.91917  0.00
C  -0.73603  3.61859  -2.47862  0.00
C  -0.88992  5.03072  -2.41737  0.00
C  -0.22620  5.84206  -3.29209  0.00
C  0.60729  5.31002  -4.27858  0.00
C  0.69446  3.92656  -4.44716  0.00
C  0.03446  3.07960  -3.55053  0.00
C  -3.41486  2.23519  -1.92493  0.00
C  -4.29448  1.37523  -1.29489  0.00
C  -5.55164  1.08580  -1.80928  0.00
C  -5.95908  1.70403  -2.96387  0.00
C  -5.06868  2.57468  -3.61752  0.00
C  -3.83244  2.89952  -3.08000  0.00
H  0.14918  2.06665  1.00125  0.00
H  0.02192  2.75648  3.39269  0.00
H  -1.84779  4.10258  4.17193  0.00
H  -3.52744  4.92744  2.66609  0.00
H  -3.44898  4.20906  0.19239  0.00
H  -1.47629  5.47225  -1.63271  0.00
H  -0.35388  6.91453  -3.22669  0.00
H  1.21135  5.96990  -4.90111  0.00
H  1.23575  3.54601  -5.30932  0.00
H  0.08757  1.99233  -3.64867  0.00
H  -3.96882  0.88772  -0.35576  0.00
H  -6.22123  0.42068  -1.29531  0.00
H  -6.86997  1.49985  -3.47050  0.00
H  -5.33714  2.99996  -4.59662  0.00
H  -3.11690  3.55692  -3.57441  0.00
O  -0.37036  -0.47981  -3.68775  0.03
S  -0.47792  -1.74256  -4.44009  0.00
C  1.20152  -2.30961  -4.88555  0.00
C  1.35488  -3.37879  -5.76694  0.00
C  2.63773  -3.77028  -6.12647  0.00
C  3.73211  -3.16597  -5.53383  0.00
C  3.57058  -2.08062  -4.72148  0.00
C  2.31716  -1.60637  -4.41036  0.00
C  -0.87184  -1.28534  -6.14951  0.00
C  -1.70932  -2.10884  -6.88390  0.00
C  -1.97700  -1.70907  -8.18899  0.00
C  -1.44005  -0.53770  -8.70205  0.00
C  -0.60294  0.23034  -7.95428  0.00
C  -0.26701  -0.14153  -6.63183  0.00
H  0.53244  -3.88157  -6.24556  0.00
H  2.76704  -4.57769  -6.84081  0.00
H  4.73185  -3.53118  -5.72778  0.00
H  4.41856  -1.60277  -4.19386  0.00
H  2.16632  -0.83967  -3.72188  0.00
H  -2.19830  -2.94821  -6.47438  0.00
H  -2.60643  -2.34573  -8.79076  0.00
H  -1.62501  -0.24048  -9.71997  0.00
H  -0.20900  1.13486  -8.36703  0.00
H  0.42606  0.41784  -5.98999  0.00